The following is a DFT calculation (wB97M-V/def2-TZVPD) of an isolated molecule of C4H6N2OS.

Last column: Löwdin charge in e.
Positions of all 14 atoms, in Å:
O (-2.00, 2.14, 1.05)  0.065
N (-1.19, 1.21, 0.42)  -0.238
C (-0.19, 0.45, 1.02)  0.033
C (0.14, -0.43, 0.00)  -0.343
C (1.31, -1.39, 0.17)  -0.524
S (2.40, -1.17, -1.25)  0.676
C (-0.82, -0.29, -0.99)  -0.068
N (-1.72, 0.78, -0.71)  0.106
H (-2.54, 2.37, 0.34)  0.064
H (0.13, 0.63, 1.99)  0.106
H (0.95, -2.45, 0.12)  0.089
H (1.85, -1.29, 1.11)  0.069
H (2.55, 0.20, -1.36)  -0.110
H (-0.85, -0.75, -1.91)  0.074

Its SMILES is On1cc(CS)cn1. The HOMO energy is -8.834 eV. The LUMO energy comes out at 0.861 eV.

=====

The following is a DFT calculation (wB97M-V/def2-TZVPD) of a cluster of 2 separate species, C4H6N2OS in total.

Last column: Löwdin charge in e.
Positions of all 14 atoms, in Å:
C (2.36, 0.52, -0.27)  -0.267
C (-1.12, 1.79, 0.27)  -0.321
C (-0.52, -1.69, 0.27)  -0.070
C (1.30, -0.35, -0.58)  -0.200
N (3.23, 1.23, 0.01)  0.132
N (0.60, -0.96, 0.31)  -0.121
O (-2.72, 0.23, -0.98)  -0.570
S (-2.12, 0.53, 0.34)  0.833
H (-0.36, 1.75, 1.10)  0.040
H (-0.95, 2.35, -0.61)  0.013
H (-1.05, -1.94, -0.64)  0.077
H (-0.71, -2.21, 1.21)  0.079
H (0.90, -0.26, -1.66)  0.160
H (1.16, -0.99, 1.23)  0.215

The HOMO energy (spin up / spin down) is -8.113 / -8.113 eV. The LUMO energy (spin up / spin down) comes out at -0.480 / -0.479 eV.

=====

| no. | calculated total energy (hartree) |
| --- | --- |
| 1 | -738.84975 |
| 2 | -738.80035 |